(1)
C4H8O2 | wB97M-V/def2-TZVPD

Geometry (Å):
C 1.207 0.542 -2.197
C 1.763 -0.192 -1.193
O 1.229 -0.243 0.075
H 0.818 0.137 -3.114
H 1.129 1.617 -2.043
H 2.390 -1.061 -1.425
H 1.024 0.641 0.418
C -1.226 1.018 1.650
C -1.684 0.087 0.830
O -1.176 -1.181 0.754
H -1.573 2.050 1.565
H -0.517 0.839 2.455
H -2.258 0.320 -0.060
H -1.755 -1.906 0.986

structure (SMILES) = C=CO.C=CO
2S+1 = 1
charge = 0
energy above the lowest of the compared OMol25 structures with the same formula, charge and spin = 99.9 kcal/mol

---

(2)
C2H2N2O2 | wB97M-V/def2-TZVPD

Geometry (Å):
N 2.330 0.403 -1.376
N 1.844 0.640 -0.426
O 1.370 0.896 0.578
C -1.175 -0.155 0.702
C -0.944 -0.708 -0.470
O -0.941 -1.183 -1.524
H -1.456 0.850 0.985
H -1.028 -0.743 1.530

structure (SMILES) = N#[N+][O-].C=C=O
2S+1 = 1
charge = 0
energy above the lowest of the compared OMol25 structures with the same formula, charge and spin = 84.3 kcal/mol

---

(3)
C10H10NO2P | wB97M-V/def2-TZVPD

Geometry (Å):
C -1.243 -2.084 -1.301
C -0.135 -2.720 -0.741
C -1.397 -0.689 -1.159
C 2.235 -2.314 0.345
C 2.967 -1.174 0.498
C 0.906 -1.918 -0.075
C 0.954 -0.508 -0.157
C -0.453 0.168 -0.753
C -0.721 2.616 1.312
C -2.005 2.148 0.597
N 2.226 -0.085 0.227
O 0.346 2.461 0.440
O -1.742 2.585 -0.741
P -0.219 2.049 -1.051
H -1.991 -2.539 -1.857
H 0.068 -3.716 -0.832
H -2.198 -0.041 -1.540
H 2.443 -3.400 0.447
H 3.963 -1.087 0.727
H -0.929 3.741 1.656
H -0.409 2.058 2.334
H -2.041 1.101 0.751
H -3.058 2.513 0.957
H 2.432 0.835 -0.082

2S+1 = 1
charge = 0

---

Number 1: E -8368.9509 eV. Number 2: E -9178.1321 eV. Number 3: E -25404.0269 eV.